Record 1
21
Properties=species:S:1:pos:R:3:forces:R:3 method="wB97M-V/def2-TZVPD" e_lumo_ha=0.2262 total_charge=-3 homo_ev=-2.09 homo_lumo_gap_ha=0.3029
Cs 0.486000 -0.209192 0.948343 -0.224 0.015 -0.188
B 1.824260 -3.155932 -0.763197 -1.215 0.368 -0.923
F 2.074850 -4.517862 -0.679027 -0.200 -1.098 0.711
F 2.154030 -2.790212 -2.045317 -0.138 0.293 -1.651
F 0.484670 -2.784742 -0.431607 0.205 -0.875 -0.273
F 2.617840 -2.421812 0.048743 1.658 0.872 2.135
B 1.263460 3.213138 1.390913 -1.631 2.641 -2.570
F 0.096320 2.775118 0.785233 -0.738 -0.578 -0.406
F 0.908200 3.946268 2.459823 -0.691 1.228 3.300
F 2.028290 2.186198 1.689683 2.576 -2.763 1.001
F 1.907770 4.162798 0.560533 0.803 -0.071 -0.712
B -3.087180 -1.556442 1.480293 0.978 0.449 0.327
F -2.750160 -0.989262 2.688773 0.611 1.231 1.724
F -4.214340 -1.122752 0.972773 -4.687 2.450 -1.278
F -2.157430 -1.211632 0.541913 2.043 -0.481 -0.877
F -3.337110 -2.848662 1.742193 0.647 -3.836 0.367
B -0.043720 1.412288 -2.280387 -0.442 3.053 1.960
F 0.543260 0.297708 -1.841237 1.715 -2.110 1.261
F -1.255360 1.599328 -1.673127 -2.267 -0.588 0.826
F 0.597200 2.638718 -2.015587 1.721 0.508 0.526
F -0.140840 1.376938 -3.579737 -0.726 -0.708 -5.259


Record 2
89
Properties=species:S:1:pos:R:3:forces:R:3 method="wB97M-V/def2-TZVPD" e_lumo_ha="-0.2347 / -0.2877" total_charge=+2 spin_multiplicity=8 homo_ev="-10.09 / -12.86" s_squared=15.917 homo_lumo_gap_ha="0.1363 / 0.1847"
Gd 0.116014 -0.462967 -1.067181 -0.374 -0.133 -0.667
Br -4.953200 -2.069083 4.431950 -0.400 -0.078 0.530
C -3.886454 -1.905876 2.921990 0.422 0.134 -0.440
C -4.250585 -2.560348 1.734771 0.341 0.219 -0.080
C -3.452682 -2.435663 0.614477 -0.236 -0.177 0.137
C -2.293001 -1.665738 0.648044 0.549 0.341 -0.033
O -1.519095 -1.605903 -0.416415 -0.004 0.111 0.034
C -1.918810 -0.983193 1.839665 -0.174 -0.180 -0.070
C -0.764974 -0.148643 2.013138 0.337 0.001 -0.631
N 0.062318 0.323342 1.103479 -0.444 -0.290 0.625
C 1.155136 1.144129 1.522608 -0.089 0.353 0.341
C 1.180939 1.816174 2.722867 0.353 0.065 0.000
C 2.327266 2.535931 3.151220 -0.140 -0.230 -0.349
C 3.437640 2.596764 2.355596 -0.126 -0.038 0.060
C 3.423145 1.986363 1.078167 -0.503 -0.064 -0.189
C 4.511443 2.066984 0.183809 0.055 -0.021 -0.188
C 4.429441 1.506054 -1.065032 -0.404 -0.169 0.015
C 3.227233 0.858505 -1.427878 0.249 0.308 0.384
N 2.188756 0.765294 -0.617654 0.285 -0.126 0.098
C 2.257128 1.300367 0.632709 0.505 0.070 0.348
C -2.738408 -1.148289 2.974958 -0.236 -0.081 0.119
H -5.148297 -3.164257 1.705948 0.013 0.021 0.009
H -3.691845 -2.936446 -0.315970 -0.047 0.011 0.078
H -0.559429 0.097559 3.051458 -0.052 0.063 0.034
H 0.318572 1.802119 3.376018 0.037 0.031 0.000
H 2.312411 3.026545 4.115221 -0.016 0.000 -0.032
H 4.325082 3.130695 2.672315 -0.018 -0.021 0.012
H 5.410323 2.588914 0.493175 -0.026 -0.029 -0.001
H 5.247239 1.551116 -1.770950 -0.019 0.013 0.042
H 3.125964 0.414652 -2.412676 0.010 -0.007 -0.026
H -2.469862 -0.657078 3.903814 -0.016 -0.023 -0.031
O 1.431584 -2.147991 -0.576623 0.032 -1.031 0.603
S 1.004404 -3.093337 0.601008 0.615 0.721 -0.001
C 1.310050 -4.727498 0.033646 0.077 -0.145 -0.090
C 2.423970 -5.018585 -0.749226 -0.053 -0.212 0.115
C 2.614412 -6.333375 -1.132878 0.013 -0.037 -0.034
C 1.719868 -7.324533 -0.726297 0.038 0.048 -0.015
C 0.621498 -7.011271 0.058305 -0.030 0.040 -0.015
C 0.399957 -5.692128 0.439202 0.010 -0.177 -0.093
C 2.254545 -2.832001 1.808295 -0.470 1.484 -3.331
C 3.251472 -1.891013 1.600238 1.032 0.370 0.578
C 4.174428 -1.680822 2.614888 -0.409 1.605 -3.521
C 4.088273 -2.411900 3.820738 -0.130 -1.771 3.121
C 3.085606 -3.359564 3.999418 -0.291 -0.082 -0.189
C 2.156526 -3.586988 3.002172 0.053 -1.744 3.227
H 3.116443 -4.243413 -1.049943 -0.031 0.036 0.029
H 3.464705 -6.594414 -1.749519 -0.023 -0.004 0.018
H 1.882965 -8.349937 -1.032282 0.012 0.032 0.007
H -0.073804 -7.784112 0.358548 0.030 0.020 0.003
H -0.472928 -5.429945 1.027000 0.056 0.055 -0.013
H 3.326490 -1.357327 0.665225 -0.046 0.012 -0.030
H 4.969658 -0.959621 2.473667 -0.037 -0.042 -0.031
H 4.812901 -2.244808 4.606358 -0.039 -0.014 -0.053
H 3.028356 -3.926690 4.919764 0.034 0.043 -0.042
H 1.378019 -4.327824 3.140810 0.055 0.028 -0.070
C -2.191562 4.140994 -5.806010 -0.064 0.047 0.074
C -1.196726 3.178685 -5.794410 0.026 -0.085 0.118
C -0.935322 2.475017 -4.622341 -0.025 0.047 -0.120
C -1.669130 2.739087 -3.470834 0.105 -0.113 0.095
C -2.670964 3.710176 -3.482794 -0.006 0.052 -0.093
C -2.926190 4.407325 -4.651103 0.012 -0.015 -0.083
P -1.264019 1.843849 -1.946565 -0.163 0.377 -0.442
C -0.491735 3.088374 -0.875942 -0.135 0.290 0.150
C -1.062514 3.755685 0.212184 0.160 0.009 -0.143
C -0.350106 4.736955 0.886092 0.172 -0.014 -0.034
C 0.939060 5.065701 0.483724 -0.042 0.022 0.047
C 1.505099 4.431164 -0.614807 -0.053 0.024 0.028
C 0.792826 3.453681 -1.290410 0.015 0.064 0.141
C -2.858727 1.194262 -1.355378 -0.385 0.240 -0.117
C -3.507192 1.396160 -0.134836 0.171 -0.132 -0.102
C -4.794186 0.916264 0.065702 -0.068 -0.157 -0.062
C -5.449371 0.220770 -0.939923 0.007 0.010 0.031
C -4.804915 -0.018407 -2.149443 0.039 -0.005 0.129
C -3.520783 0.458492 -2.350423 -0.133 0.035 0.101
H -2.401389 4.686761 -6.716970 -0.007 0.000 0.036
H -0.627892 2.966583 -6.690172 -0.016 0.013 0.014
H -0.160188 1.716531 -4.618107 -0.011 0.002 0.030
H -3.256240 3.925649 -2.595316 0.059 -0.062 0.013
H -3.703887 5.159794 -4.668442 0.018 -0.012 0.001
H -2.069345 3.558872 0.529702 -0.188 -0.084 -0.026
H -0.811691 5.257791 1.716493 0.034 -0.030 -0.032
H 1.491640 5.833306 1.012074 -0.023 -0.027 -0.030
H 2.496685 4.703929 -0.953821 -0.017 0.015 0.006
H 1.248713 2.979828 -2.152462 -0.064 -0.027 -0.048
H -3.028248 1.902590 0.684094 0.122 0.132 0.059
H -5.284073 1.091366 1.015261 0.001 -0.006 -0.018
H -6.458645 -0.140148 -0.782058 0.045 0.031 -0.010
H -5.309003 -0.563031 -2.937897 0.032 0.014 0.024
H -3.048789 0.287017 -3.311018 0.048 0.036 -0.040


Record 3
74
Properties=species:S:1:pos:R:3:forces:R:3 method="wB97M-V/def2-TZVPD" e_lumo_ha=0.0752 total_charge=-1 homo_ev=-4.46 homo_lumo_gap_ha=0.2389
C -3.244924 1.127679 -1.446845 0.118 -0.014 -0.044
C -2.872921 1.502103 -0.001175 0.124 0.057 -0.152
C -3.533372 0.585634 1.033707 -0.094 -0.093 -0.241
C -2.762714 -0.737890 1.237410 -0.330 0.251 -0.077
C -2.327253 -1.122489 2.651034 0.102 -0.451 0.157
O -1.794162 -2.418693 2.607601 0.060 0.125 0.039
P -0.038879 -2.513455 2.638500 -0.221 -0.934 -0.339
C 1.871676 -2.498607 2.726629 -0.077 0.187 0.258
C 2.639211 -1.540754 1.813998 0.312 -0.311 -0.287
S 3.434943 -0.206518 2.762484 -0.087 0.137 0.147
C 3.122696 1.144696 1.734007 0.063 -0.268 -0.281
N 2.801953 1.169903 0.479362 0.009 0.198 0.208
N 2.632327 2.521158 0.158255 0.006 0.172 0.470
C 2.882006 3.176975 1.230671 -0.025 -0.102 -0.163
O 3.206909 2.387892 2.281243 0.764 -0.014 -0.679
C 0.051948 -2.517917 0.707762 0.173 0.052 0.058
O -1.007441 -3.256039 0.120240 -0.069 0.039 0.012
C -0.978892 -3.210296 -1.278731 -0.135 -0.010 -0.039
C -2.064555 -4.118447 -1.824252 -0.215 -0.116 0.069
C -3.459400 -3.709996 -1.352568 0.127 0.156 0.122
O -0.060376 -0.699518 2.733154 0.547 0.023 0.382
C -1.204999 -0.277599 3.281861 -0.370 0.125 -0.227
F -1.269471 -0.603560 4.682081 0.075 0.028 0.130
C -1.390519 1.232849 3.272348 -0.185 -0.046 -0.153
C -0.570117 2.022042 4.271259 -0.087 0.299 0.169
C -1.157362 3.409291 4.496995 -0.002 -0.170 -0.187
Cl 1.125466 2.232176 3.712032 -0.831 -0.020 0.528
H -2.375620 1.134413 -2.105233 0.009 0.042 -0.013
H -3.672081 0.124576 -1.497751 0.014 -0.024 0.014
H -3.970804 1.823223 -1.870964 -0.093 -0.054 0.035
H -3.131415 2.549166 0.176800 -0.045 -0.002 0.040
H -1.786233 1.438873 0.095248 -0.005 0.009 0.144
H -3.703997 1.118793 1.967819 0.064 -0.050 0.054
H -4.525495 0.334817 0.644921 -0.102 0.122 0.138
H -1.894755 -0.768372 0.576132 0.053 0.016 0.078
H -3.410155 -1.553577 0.917886 0.140 -0.148 0.000
H -3.192485 -1.140617 3.328374 -0.044 0.230 -0.050
H -0.139481 -3.952718 2.550962 0.077 0.060 -0.123
H -0.082341 -2.629725 4.063479 -0.018 0.368 0.039
H 2.197309 -3.523140 2.535903 0.030 -0.018 -0.060
H 2.117565 -2.280313 3.769275 -0.028 -0.024 0.002
H 2.035502 -1.074345 1.043229 -0.105 0.167 0.138
H 3.449331 -2.058706 1.298341 -0.011 0.022 -0.056
H 2.848702 4.241023 1.384604 0.014 -0.005 0.019
H 0.118177 -1.519749 0.247372 -0.138 0.016 0.037
H 0.990951 -3.039333 0.457420 0.038 0.007 -0.022
H -1.159140 -2.177165 -1.621554 0.119 0.023 -0.045
H 0.001956 -3.530555 -1.660157 0.041 0.075 -0.007
H -2.021265 -4.111772 -2.916885 0.065 -0.030 -0.018
H -1.866077 -5.142034 -1.497415 0.105 0.007 0.015
H -4.174019 -4.528482 -1.442880 -0.056 0.038 -0.123
H -3.415500 -3.417493 -0.303636 -0.001 -0.096 0.037
H -3.824481 -2.847427 -1.915378 -0.060 -0.030 -0.030
H -1.240393 1.625331 2.265476 0.051 -0.007 -0.006
H -2.437263 1.405973 3.535522 0.007 0.052 0.050
H -0.525048 1.501765 5.223512 0.113 -0.166 -0.073
H -1.147779 3.971710 3.561833 -0.009 0.063 0.015
H -0.583684 3.953682 5.244644 -0.013 0.056 0.014
H -2.193476 3.310112 4.826804 0.008 0.057 0.083
O 1.455643 1.775496 -6.232777 -0.026 -0.048 0.013
S 2.795427 1.284345 -6.100093 0.038 0.074 -0.014
O 3.017189 -0.017150 -5.552069 -0.035 -0.014 -0.018
O 3.666204 2.358671 -5.339626 0.086 -0.059 0.025
C 3.180017 2.857548 -4.055650 -0.132 0.202 0.228
C 3.394627 1.904023 -2.907676 0.070 -0.141 -0.149
C 3.621209 1.395093 -7.652123 0.008 0.017 -0.039
H 2.130548 3.131098 -4.168886 -0.010 -0.065 -0.073
H 3.749373 3.774061 -3.912998 0.046 -0.015 -0.073
H 2.777517 1.010970 -2.996941 -0.033 0.031 -0.001
H 3.136222 2.404946 -1.972221 0.019 -0.083 -0.161
H 4.436803 1.583945 -2.865312 0.012 0.044 0.031
H 3.471551 2.390552 -8.060073 0.001 0.003 0.005
H 3.173320 0.642926 -8.297521 -0.014 -0.007 0.015
H 4.676065 1.184922 -7.498801 -0.001 -0.013 0.004


Record 4
87
Properties=species:S:1:pos:R:3:forces:R:3 method="wB97M-V/def2-TZVPD" e_lumo_ha="-0.0042 / -0.0689" spin_multiplicity=2 homo_ev="-7.30 / -7.93" s_squared=0.770 homo_lumo_gap_ha="0.2643 / 0.2225"
Ru 1.955297 -0.001037 -1.351636 0.559 1.059 -0.987
O 5.891286 1.300069 2.355625 -0.003 -0.030 -0.029
C 5.048240 0.533386 1.622937 0.005 0.049 0.041
C 4.953912 -0.849868 1.814137 -0.035 -0.025 -0.043
C 4.056702 -1.560398 1.042536 0.030 -0.078 0.105
N 3.336060 -0.923426 0.130151 -0.392 -0.024 0.025
C 3.412679 0.357200 -0.021694 0.007 -0.439 0.218
Br 1.578770 2.508906 -0.418864 -0.295 -0.699 0.097
C 4.255986 1.183819 0.683452 -0.001 0.076 -0.039
H 6.404559 0.744388 2.951867 -0.008 0.002 0.002
H 5.563904 -1.352956 2.553414 0.003 -0.004 -0.008
H 3.923561 -2.629353 1.145336 -0.017 0.013 0.010
H 4.287366 2.253687 0.553921 -0.008 -0.007 -0.004
O 0.027955 -0.989664 -0.995929 0.052 0.441 0.837
P -1.257542 -0.785874 -0.229728 0.033 -0.331 -0.375
C -1.195948 0.461675 1.072527 0.299 0.058 0.052
P -0.229672 -0.111392 2.507109 -0.010 -0.196 0.052
O 0.943935 -0.939860 2.128221 0.049 0.107 0.051
C -1.374438 -1.023965 3.576508 -0.015 0.039 0.012
C -0.786506 -1.919365 4.469122 0.000 -0.049 -0.054
C -1.568376 -2.629319 5.365499 -0.022 0.001 0.011
C -2.945581 -2.452331 5.378512 0.012 0.000 0.005
C -3.538076 -1.565822 4.492296 -0.001 0.013 -0.007
C -2.754363 -0.852895 3.596257 0.006 0.031 0.055
C 0.218675 1.351230 3.452432 0.047 0.026 -0.164
C 1.486125 1.366355 4.024001 0.072 0.038 -0.069
C 1.904936 2.474183 4.744646 -0.003 0.026 0.013
C 1.060188 3.564892 4.892121 0.002 -0.013 0.012
C -0.207214 3.549218 4.324524 -0.010 0.009 0.012
C -0.628748 2.442540 3.605848 -0.025 0.034 0.005
C -2.587411 -0.336279 -1.347837 -0.022 0.044 0.061
C -3.797560 0.199061 -0.911817 0.011 0.048 -0.018
C -4.828345 0.410962 -1.813821 -0.005 -0.009 0.023
C -4.654553 0.078212 -3.150258 0.008 0.023 -0.010
C -3.446271 -0.443136 -3.588640 0.005 0.052 -0.028
C -2.406729 -0.641831 -2.694290 0.015 -0.051 0.017
C -1.727131 -2.348115 0.529961 0.026 -0.053 -0.054
C -0.699447 -3.218579 0.888650 0.008 -0.003 0.012
C -1.002419 -4.416189 1.517227 0.005 0.005 -0.010
C -2.323046 -4.749432 1.782684 -0.002 0.009 0.004
C -3.348573 -3.891161 1.410502 0.005 -0.013 0.003
C -3.052478 -2.693589 0.779808 0.008 0.014 0.013
H -2.198909 0.775994 1.360967 0.006 -0.005 -0.060
H -0.662979 1.315043 0.636860 0.034 0.105 0.000
H 0.286188 -2.068903 4.438544 -0.006 0.007 -0.007
H -1.104259 -3.324351 6.053218 0.001 0.000 -0.003
H -3.556766 -3.007467 6.078393 -0.001 -0.003 -0.004
H -4.612103 -1.431329 4.493972 0.001 0.004 0.002
H -3.237258 -0.167211 2.910958 -0.017 0.010 0.005
H 2.147527 0.523000 3.866568 -0.011 -0.008 -0.010
H 2.897907 2.493894 5.175104 -0.011 0.001 0.003
H 1.392855 4.435406 5.442655 -0.004 -0.004 0.001
H -0.861358 4.404452 4.432501 0.004 -0.002 0.000
H -1.613352 2.444229 3.152201 -0.005 0.000 0.008
H -3.943853 0.459738 0.130269 -0.022 -0.009 -0.010
H -5.765424 0.832597 -1.474738 0.002 0.003 0.000
H -5.460658 0.239786 -3.854147 0.002 0.000 -0.002
H -3.306322 -0.683524 -4.633877 0.005 0.002 -0.012
H -1.450800 -1.022095 -3.030379 0.004 0.016 -0.014
H 0.326606 -2.936134 0.693193 -0.022 -0.019 -0.004
H -0.204509 -5.089316 1.802518 0.001 -0.004 -0.003
H -2.555821 -5.684859 2.275371 0.001 -0.001 0.002
H -4.379074 -4.157320 1.606354 -0.001 0.002 0.003
H -3.858103 -2.034073 0.481988 0.000 -0.005 -0.017
S 6.669962 -3.185381 -5.839659 0.014 -0.010 0.002
C 5.589516 -2.451548 -4.871164 -0.023 0.011 -0.007
S 5.772952 -0.823362 -4.290627 0.004 0.000 -0.009
C 4.294072 -0.736504 -3.371486 -0.053 -0.031 -0.053
C 3.513814 -1.891023 -3.372492 -0.035 0.138 -0.006
S 2.017000 -1.984339 -2.603024 0.136 -0.149 0.136
S 4.139031 -3.223517 -4.298671 0.011 0.001 -0.006
S 3.820048 0.704721 -2.644661 -0.456 -0.059 0.356
C -2.071121 2.756763 -4.962590 -0.021 0.009 0.011
Si -0.209063 2.861320 -4.790018 0.039 -0.055 0.032
C 0.594077 2.675769 -6.471128 0.001 0.000 0.008
C 0.261622 4.492288 -4.003911 0.002 -0.011 0.014
C 0.409905 1.543055 -3.687071 -0.077 0.015 0.034
C 0.951768 0.934816 -2.782258 0.119 -0.099 -0.191
H -2.463306 3.605589 -5.528622 0.017 -0.006 -0.001
H -2.546306 2.754642 -3.979208 -0.005 -0.003 0.005
H -2.366119 1.842402 -5.479103 -0.019 -0.039 -0.017
H 0.281680 3.458696 -7.165946 -0.013 0.006 0.016
H 0.338874 1.708684 -6.909419 0.007 0.001 -0.010
H 1.680703 2.719873 -6.373795 0.001 0.000 -0.011
H 0.065311 5.342859 -4.660871 -0.016 -0.013 -0.013
H 1.321881 4.487918 -3.744646 0.004 0.016 -0.015
H -0.295550 4.634814 -3.075462 0.011 -0.001 -0.001


Max |F|? In order: 0.1058, 0.0757, 0.0199, 0.0302 Eh/bohr.
Calculated total energy? In order: -46760.0496, -166329.3159, -84900.0700, -200865.4555 eV.